No. 1
ORCA calculation (ωB97M-V with the def2-TZVPD basis set) on a structure of composition C22H42Cl3MnN2O4Si in a non-equilibrium geometry.

Geometry as XYZ:
```
75
Properties=species:S:1:pos:R:3:mulliken_spin:R:1
C 2.487 -1.462 -4.242 0.000
C 1.432 -0.719 -3.486 0.000
H 2.370 -1.229 -5.307 0.000
H 2.348 -2.559 -4.179 0.000
H 3.549 -1.224 -4.045 0.000
C 0.492 -0.054 -4.183 0.000
C 0.547 0.166 -5.675 0.000
H -0.371 0.353 -3.667 0.000
H 0.059 -0.702 -6.117 0.000
H 1.469 0.485 -6.234 0.000
H -0.117 0.980 -5.979 0.000
Mn 1.145 -2.154 4.077 4.754
Cl 3.030 -2.126 5.220 0.099
Cl -0.692 -3.602 4.129 0.051
C 0.054 1.733 2.341 0.005
O -0.897 0.980 2.598 0.000
N -0.021 3.074 2.410 0.000
C -1.323 3.695 2.393 0.000
C 1.170 3.907 2.411 -0.001
H 1.068 1.410 2.065 -0.002
H -2.006 3.017 2.911 0.000
H -1.683 3.803 1.357 0.000
H -1.260 4.660 2.912 0.000
H 2.028 3.243 2.557 0.001
H 1.128 4.619 3.253 0.000
H 1.310 4.431 1.452 0.000
H -2.184 -1.752 -2.681 0.000
H -2.646 1.024 -3.331 0.000
C -3.143 -1.450 -2.236 0.000
C -3.352 1.013 -2.496 0.000
N -3.069 -0.129 -1.635 0.000
H -3.402 -2.182 -1.472 0.000
C -3.224 0.013 -0.272 0.000
O -3.450 -0.937 0.487 0.000
H -3.249 1.929 -1.906 0.000
H -3.077 1.062 0.080 0.000
H -3.895 -1.433 -3.027 0.000
H -4.375 0.912 -2.877 0.000
O 0.971 -1.625 -0.896 -0.009
C 1.553 -0.598 -1.922 -0.002
C -0.148 1.199 -1.367 -0.001
C 1.194 0.812 -1.470 0.004
H -0.909 0.426 -1.500 -0.003
C -0.488 2.552 -1.311 0.001
H 2.585 -0.774 -1.634 -0.001
C 2.198 1.786 -1.273 0.000
H -1.527 2.871 -1.412 0.000
C 0.508 3.519 -1.155 0.001
C 1.849 3.125 -1.091 0.000
H 3.247 1.468 -1.368 0.000
H 0.230 4.557 -0.961 0.000
H 2.644 3.856 -0.922 0.000
Si 0.654 -3.178 -0.928 0.008
Cl 1.541 -0.593 2.750 0.085
C -0.986 -3.512 -0.070 -0.003
C 1.706 -3.922 0.435 0.009
C 1.201 -4.104 -2.413 0.000
H -1.691 -2.682 -0.178 0.000
H -0.785 -3.630 1.007 0.002
H -1.347 -4.465 -0.488 0.000
H 0.541 -3.862 -3.253 0.000
H 1.192 -5.195 -2.351 0.000
H 2.266 -3.829 -2.561 0.000
H 2.625 -3.378 0.567 0.000
H 1.848 -4.956 0.147 0.002
H 1.144 -3.916 1.367 -0.007
C -0.049 0.468 7.296 -0.002
C -0.105 0.499 5.786 0.020
O -1.082 1.403 5.349 0.003
H -0.079 1.463 7.740 0.000
H 0.850 -0.051 7.636 0.002
H -0.918 -0.081 7.654 0.000
H 0.872 0.775 5.359 -0.004
H -0.360 -0.513 5.417 -0.012
H -1.195 1.291 4.407 -0.001
```

highest occupied orbital energy (spin up / spin down): -4.65 / -5.84 eV
energy above the lowest of the compared OMol25 structures with the same formula, charge and spin: 48.2 kcal/mol
spin multiplicity: 6
electronic energy: -111436.078 eV
gap between HOMO and LUMO (spin up / spin down): 6.64 / 7.82 eV
net charge: -1
expectation value of S²: 8.757

---

No. 2
ORCA calculation (ωB97M-V with the def2-TZVPD basis set) on the ion C4H10N3S with charge +1 in a non-equilibrium geometry.

Geometry as XYZ:
```
18
Properties=species:S:1:pos:R:3:nbo_charge:R:1
C 0.754 -1.446 -0.835 0.324
C -0.158 0.612 -0.080 0.134
C 0.804 1.776 0.011 -0.632
C -1.323 -0.484 1.897 -0.428
N -0.048 -0.258 1.248 -0.556
N 0.166 -0.303 -1.157 -0.564
N 1.237 -2.316 -1.706 -0.733
S 0.843 -1.668 0.873 0.580
H -1.195 0.946 -0.164 0.221
H 1.824 1.426 0.140 0.230
H 0.539 2.396 0.862 0.249
H 0.743 2.383 -0.889 0.228
H -1.182 -1.196 2.707 0.230
H -1.646 0.463 2.329 0.228
H -2.096 -0.863 1.220 0.188
H 0.039 -0.001 -2.112 0.436
H 1.227 -2.138 -2.699 0.429
H 1.616 -3.194 -1.388 0.438
```

highest occupied orbital energy: -13.06 eV
energy above the lowest of the compared OMol25 structures with the same formula, charge and spin: 3.7 kcal/mol
spin multiplicity: 1
electronic energy: -19609.190 eV
gap between HOMO and LUMO: 9.88 eV
net charge: +1

---

No. 3
ORCA calculation (ωB97M-V with the def2-TZVPD basis set) on a structure of composition C11H13N4O5Yb in a non-equilibrium geometry.

Geometry as XYZ:
```
34
Properties=species:S:1:pos:R:3:mulliken_spin:R:1
O -1.807 -5.113 -1.586 0.000
C -1.058 -4.328 -1.814 0.000
Yb -0.544 0.246 0.146 0.153
O 2.951 -0.644 0.472 0.001
C 1.804 -0.452 0.655 0.008
C 1.556 1.253 -0.901 0.000
O 2.656 1.944 -1.095 0.000
C 0.227 1.507 -1.996 0.004
O 0.332 2.184 -2.938 -0.001
C 0.549 -1.116 -1.853 0.000
O 1.344 -1.202 -2.672 0.000
H -2.644 1.053 0.382 0.792
C -1.685 2.489 2.161 -0.053
N -1.469 0.979 2.198 0.079
C -2.803 0.348 2.583 -0.009
N -3.323 0.877 3.857 0.004
C -3.484 2.351 3.747 0.001
N -2.191 3.016 3.405 0.005
C -1.225 2.702 4.493 0.005
N -1.006 1.240 4.613 0.009
C -0.507 0.707 3.323 0.000
C -2.318 0.620 4.919 0.007
H -2.403 2.745 1.368 0.028
H -0.708 2.954 1.925 -0.021
H -2.635 -0.737 2.694 -0.016
H -3.515 0.554 1.771 0.006
H -3.829 2.739 4.716 0.000
H -4.212 2.575 2.955 0.000
H -0.267 3.192 4.269 -0.002
H -1.636 3.069 5.444 0.000
H -0.373 -0.383 3.417 0.000
H 0.451 1.190 3.074 0.002
H -2.688 1.053 5.858 0.000
H -2.179 -0.466 5.016 -0.002
```

highest occupied orbital energy (spin up / spin down): -15.27 / -15.25 eV
energy above the lowest of the compared OMol25 structures with the same formula, charge and spin: 86.2 kcal/mol
spin multiplicity: 2
electronic energy: -59320.243 eV
gap between HOMO and LUMO (spin up / spin down): 4.96 / 4.82 eV
net charge: +2
expectation value of S²: 0.759